# 1
{"formula": "C37H32F7NO21S", "method": "ωB97M-V with the def2-TZVPD basis set", "homo_lumo_gap_ev": 8.0, "smiles": "CCC[C@@H]1[C@@H](N(C)C(C)=O)C(=O)O[C@@H]1S(=O)(=O)C(F)(F)C(F)(F)C(F)(F)F.O=C1C=C(O)C(=O)C=C1O.O=C1C=C(O)C(=O)C=C1O.O=C1C=C(O)C(=O)C=C1O.O=C1C=C(O)C(=O)C=C1O", "e_lumo_ev": -1.62, "symbols": ["C", "C", "C", "C", "C", "N", "C", "C", "C", "O", "C", "O", "O", "C", "S", "O", "O", "C", "F", "F", "C", "F", "F", "C", "F", "F", "F", "H", "H", "H", "H", "H", "H", "H", "H", "H", "H", "H", "H", "H", "H", "H", "H", "C", "C", "C", "O", "C", "C", "C", "O", "O", "O", "H", "H", "H", "H", "C", "C", "C", "O", "C", "C", "C", "O", "O", "O", "H", "H", "H", "H", "C", "C", "C", "O", "C", "C", "C", "O", "O", "O", "H", "H", "H", "H", "C", "C", "C", "O", "C", "C", "C", "O", "O", "O", "H", "H", "H", "H"], "xyz": [[-3.695, -2.284, 3.971], [-2.257, -1.744, 3.884], [-1.947, -0.917, 2.608], [-0.776, -1.469, 1.794], [0.173, -0.495, 1.067], [1.009, 0.381, 1.865], [2.032, 1.032, 0.999], [0.235, 1.434, 2.498], [-0.357, 2.514, 1.629], [0.121, 1.454, 3.692], [0.959, -1.547, 0.292], [2.108, -1.829, 0.251], [-0.025, -2.281, -0.356], [-1.009, -2.512, 0.657], [-2.598, -2.903, -0.106], [-2.380, -4.154, -0.772], [-3.660, -2.872, 0.858], [-2.991, -1.717, -1.526], [-3.357, -2.512, -2.536], [-1.894, -1.038, -1.903], [-4.178, -0.732, -1.319], [-5.292, -1.399, -1.002], [-4.370, -0.152, -2.531], [-3.953, 0.428, -0.283], [-4.701, 0.240, 0.794], [-4.301, 1.592, -0.824], [-2.667, 0.512, 0.073], [-3.747, -3.321, 3.644], [-4.375, -1.711, 3.340], [-4.072, -2.221, 4.992], [-2.111, -1.085, 4.743], [-1.531, -2.549, 4.006], [-1.741, 0.100, 2.928], [-2.859, -0.875, 2.022], [-0.127, -1.978, 2.514], [-0.335, 0.039, 0.247], [1.634, 1.213, -0.006], [2.350, 1.972, 1.446], [2.890, 0.378, 0.933], [0.394, 3.281, 1.442], [-0.666, 2.118, 0.661], [-1.233, 2.930, 2.121], [-0.757, -3.499, 1.062], [-4.294, 1.409, -5.551], [-3.435, 2.374, -5.903], [-3.620, 3.195, -7.153], [-2.793, 4.060, -7.376], [-4.755, 2.909, -8.009], [-5.614, 1.942, -7.659], [-5.441, 1.136, -6.395], [-6.284, 0.291, -6.156], [-6.677, 1.610, -8.376], [-2.360, 2.694, -5.195], [-4.171, 0.817, -4.657], [-4.871, 3.493, -8.911], [-7.118, 0.887, -7.889], [-1.926, 3.423, -5.680], [7.791, 1.285, -1.936], [6.477, 1.455, -1.741], [5.745, 0.797, -0.599], [4.552, 1.028, -0.494], [6.485, -0.065, 0.298], [7.800, -0.239, 0.101], [8.540, 0.438, -1.027], [9.735, 0.230, -1.110], [8.559, -1.008, 0.867], [5.712, 2.208, -2.519], [8.326, 1.754, -2.750], [5.948, -0.545, 1.103], [9.463, -0.949, 0.502], [4.810, 2.153, -2.148], [0.140, 7.370, 5.376], [0.898, 6.670, 4.521], [0.803, 5.169, 4.408], [1.521, 4.632, 3.580], [-0.121, 4.464, 5.273], [-0.880, 5.164, 6.128], [-0.803, 6.668, 6.225], [-1.544, 7.213, 7.021], [-1.755, 4.609, 6.955], [1.785, 7.224, 3.706], [0.199, 8.445, 5.462], [-0.171, 3.386, 5.189], [-2.163, 5.344, 7.453], [2.185, 6.487, 3.204], [2.284, -5.231, -1.184], [3.084, -5.941, -1.990], [2.941, -7.435, -2.149], [3.707, -7.987, -2.918], [1.917, -8.119, -1.385], [1.117, -7.410, -0.577], [1.249, -5.915, -0.437], [0.469, -5.354, 0.311], [0.152, -7.947, 0.156], [4.059, -5.408, -2.712], [2.375, -4.160, -1.060], [1.830, -9.191, -1.496], [-0.275, -7.207, 0.630], [4.470, -6.148, -3.201]]}

---

# 2
{"formula": "C35H52N14O3", "method": "ωB97M-V with the def2-TZVPD basis set", "relative_energy_kj_mol": 91.9, "homo_lumo_gap_ev": 8.0, "smiles": "c1cc[nH]c1.c1cc[nH]c1.c1cc[nH]c1.c1cc[nH]c1.c1cc[nH]c1.c1cc[nH]c1.c1cc[nH]c1.c1cc[nH]c1.NC(N)=O.NC(N)=O.NC(N)=O", "e_lumo_ev": 0.54, "symbols": ["C", "O", "N", "N", "H", "H", "H", "H", "C", "O", "N", "N", "H", "H", "H", "H", "C", "O", "N", "N", "H", "H", "H", "H", "N", "C", "C", "C", "C", "H", "H", "H", "H", "H", "N", "C", "C", "C", "C", "H", "H", "H", "H", "H", "N", "C", "C", "C", "C", "H", "H", "H", "H", "H", "N", "C", "C", "C", "C", "H", "H", "H", "H", "H", "N", "C", "C", "C", "C", "H", "H", "H", "H", "H", "N", "C", "C", "C", "C", "H", "H", "H", "H", "H", "N", "C", "C", "C", "C", "H", "H", "H", "H", "H", "N", "C", "C", "C", "C", "H", "H", "H", "H", "H"], "xyz": [[4.051, -1.109, -2.332], [3.711, -1.562, -1.227], [5.047, -0.198, -2.450], [3.668, -1.620, -3.506], [5.369, 0.078, -1.532], [5.377, 0.036, -3.364], [3.896, -1.205, -4.390], [2.970, -2.344, -3.520], [-0.344, -2.017, -4.241], [0.624, -1.448, -4.755], [-0.551, -2.111, -2.905], [-1.335, -2.565, -4.976], [0.260, -1.882, -2.350], [-1.255, -2.725, -2.532], [-2.128, -2.934, -4.485], [-1.423, -2.166, -5.896], [0.352, -0.570, 0.410], [-0.785, -0.228, 0.721], [1.121, -1.404, 1.164], [0.986, -0.281, -0.738], [2.112, -1.506, 1.028], [0.645, -1.836, 1.937], [1.903, -0.517, -1.081], [0.487, 0.352, -1.349], [-2.886, 4.544, -0.378], [-2.332, 3.326, -0.682], [-0.960, 3.595, -0.790], [-0.708, 4.853, -0.264], [-1.944, 5.477, -0.072], [-3.839, 4.870, -0.379], [-2.939, 2.446, -0.815], [-0.233, 2.832, -1.031], [0.204, 5.389, -0.050], [-2.065, 6.511, 0.202], [-3.222, 0.700, 2.407], [-3.296, -0.399, 3.223], [-4.547, -0.306, 3.844], [-5.088, 0.949, 3.573], [-4.171, 1.604, 2.750], [-2.564, 0.808, 1.648], [-2.646, -1.253, 3.137], [-5.018, -1.045, 4.475], [-5.967, 1.330, 4.068], [-4.270, 2.555, 2.252], [0.072, 2.677, 2.983], [0.996, 3.353, 3.724], [1.192, 2.610, 4.877], [0.638, 1.351, 4.632], [0.026, 1.375, 3.377], [-0.351, 3.062, 2.153], [1.318, 4.318, 3.364], [1.727, 2.974, 5.739], [0.709, 0.618, 5.423], [-0.431, 0.583, 2.808], [-5.625, 1.002, -1.429], [-4.880, 0.390, -0.453], [-3.781, -0.158, -1.057], [-3.851, 0.129, -2.445], [-4.977, 0.899, -2.623], [-6.466, 1.507, -1.218], [-5.331, 0.377, 0.527], [-2.984, -0.782, -0.681], [-3.138, -0.166, -3.197], [-5.486, 1.280, -3.496], [0.334, -4.626, 2.981], [-0.112, -3.589, 3.745], [0.958, -2.754, 4.006], [2.054, -3.307, 3.305], [1.657, -4.492, 2.743], [-0.224, -5.420, 2.719], [-1.116, -3.598, 4.140], [1.011, -1.817, 4.535], [3.057, -2.911, 3.332], [2.219, -5.170, 2.121], [-2.992, -3.713, -0.251], [-2.860, -4.366, -1.458], [-1.532, -4.710, -1.552], [-0.814, -4.148, -0.489], [-1.738, -3.491, 0.265], [-3.833, -3.309, 0.122], [-3.693, -4.548, -2.117], [-1.219, -5.258, -2.431], [0.216, -4.325, -0.225], [-1.684, -2.884, 1.156], [4.954, -0.730, 1.934], [5.818, -0.317, 0.944], [5.654, 1.068, 0.897], [4.518, 1.414, 1.672], [4.143, 0.262, 2.337], [5.033, -1.666, 2.291], [6.541, -1.040, 0.606], [6.185, 1.823, 0.337], [4.064, 2.378, 1.827], [3.309, 0.050, 2.989], [1.473, 2.568, -4.293], [1.809, 3.837, -4.647], [3.086, 4.062, -4.129], [3.487, 2.914, -3.429], [2.514, 1.969, -3.683], [0.595, 2.138, -4.528], [1.127, 4.431, -5.230], [3.545, 5.037, -4.189], [4.401, 2.832, -2.865], [2.416, 0.987, -3.245]]}

---

# 3
{"formula": "C17H22N4O5", "method": "ωB97M-V with the def2-TZVPD basis set", "relative_energy_kj_mol": 270.8, "homo_lumo_gap_ev": 9.7, "smiles": "C#CCOC(=O)CNC(=O)[C@H](CCCOC)NC(=O)c1cnc(C)cn1", "e_lumo_ev": 0.34, "symbols": ["C", "C", "C", "O", "C", "O", "C", "N", "C", "O", "C", "C", "C", "C", "O", "C", "N", "C", "O", "C", "C", "N", "C", "C", "C", "N", "H", "H", "H", "H", "H", "H", "H", "H", "H", "H", "H", "H", "H", "H", "H", "H", "H", "H", "H", "H", "H", "H"], "xyz": [[-6.106, -2.418, -2.818], [-6.021, -1.262, -3.202], [-5.892, 0.140, -3.653], [-5.201, 0.979, -2.726], [-3.850, 0.992, -2.659], [-3.093, 0.398, -3.432], [-3.339, 1.904, -1.526], [-1.877, 1.796, -1.335], [-1.304, 1.056, -0.374], [-1.951, 0.465, 0.493], [0.234, 0.934, -0.416], [0.663, -0.298, -1.259], [2.193, -0.446, -1.430], [2.598, -1.575, -2.388], [2.133, -2.809, -1.861], [2.418, -3.926, -2.691], [0.734, 0.858, 0.957], [1.806, 1.494, 1.436], [2.534, 2.218, 0.762], [2.074, 1.256, 2.888], [2.520, 0.007, 3.350], [2.790, -0.202, 4.666], [2.619, 0.844, 5.513], [2.933, 0.582, 6.972], [2.181, 2.091, 5.055], [1.902, 2.305, 3.744], [-6.163, -3.427, -2.473], [-5.409, 0.144, -4.632], [-6.903, 0.525, -3.788], [-3.614, 2.932, -1.755], [-3.893, 1.645, -0.620], [-1.279, 2.223, -2.028], [0.625, 1.831, -0.900], [0.272, -1.210, -0.802], [0.204, -0.239, -2.249], [2.615, 0.493, -1.791], [2.659, -0.633, -0.462], [2.178, -1.392, -3.379], [3.685, -1.597, -2.492], [2.034, -4.833, -2.224], [1.943, -3.829, -3.668], [3.492, -4.054, -2.834], [0.090, 0.415, 1.596], [2.677, -0.828, 2.681], [2.786, 1.471, 7.586], [2.289, -0.209, 7.361], [3.969, 0.260, 7.085], [2.045, 2.930, 5.722]]}

---

# 4
{"formula": "C7H16N2", "method": "ωB97M-V with the def2-TZVPD basis set", "relative_energy_kj_mol": 479.1, "homo_lumo_gap_ev": 9.7, "e_lumo_ev": 0.82, "symbols": ["C", "C", "C", "N", "H", "H", "H", "H", "H", "H", "H", "C", "C", "C", "C", "N", "H", "H", "H", "H", "H", "H", "H", "H", "H"], "xyz": [[1.488, 0.158, -0.383], [1.293, 0.040, 1.119], [4.309, 0.476, -0.431], [1.146, -0.994, 0.134], [1.226, -1.988, 0.054], [3.173, 0.476, -0.696], [0.382, 0.412, 1.571], [2.170, 0.011, 1.755], [4.863, 0.504, -1.363], [4.553, -0.424, 0.123], [4.540, 1.351, 0.163], [-1.281, 1.740, -0.781], [-2.136, -1.005, -1.036], [-2.865, -0.828, 1.407], [-2.257, -0.160, 0.210], [-1.899, 1.046, 0.317], [-1.844, 1.645, -1.716], [-1.217, 2.795, -0.517], [-0.263, 1.359, -0.954], [-1.147, -0.892, -1.481], [-2.322, -2.055, -0.822], [-3.850, -1.223, 1.157], [-2.962, -0.116, 2.221], [-2.237, -1.661, 1.725], [-2.864, -0.666, -1.777]]}

---

# 5
{"formula": "C4H6ClN2O4PS", "method": "ωB97M-V with the def2-TZVPD basis set", "homo_lumo_gap_ev": 6.3, "e_lumo_ev": -2.77, "symbols": ["S", "P", "C", "C", "C", "C", "N", "N", "H", "H", "H", "H", "H", "H", "O", "Cl", "O", "O", "O"], "xyz": [[-2.232, -1.401, -2.624], [-0.738, -1.382, -1.386], [0.027, 0.291, -1.149], [1.203, 0.378, -0.422], [1.669, 1.665, -0.252], [0.879, 2.668, -0.845], [-0.211, 2.534, -1.546], [-0.628, 1.287, -1.673], [0.258, -2.317, -1.750], [-1.181, -1.718, -0.077], [1.713, -0.480, -0.002], [2.560, 1.866, 0.327], [1.216, 3.692, -0.709], [-1.501, 1.127, -2.192], [-0.657, -0.635, 3.890], [-0.609, -1.645, 2.873], [-1.834, -1.606, 2.090], [-0.459, -2.940, 3.465], [0.524, -1.384, 1.983]]}

---

# 6
{"formula": "C3H10N2S", "method": "ωB97M-V with the def2-TZVPD basis set", "relative_energy_kj_mol": 109.0, "homo_lumo_gap_ev": 9.7, "smiles": "NC[C@H](N)CS", "e_lumo_ev": 0.72, "symbols": ["N", "C", "C", "S", "C", "N", "H", "H", "H", "H", "H", "H", "H", "H", "H", "H"], "xyz": [[0.142, -0.409, -1.553], [0.428, 0.037, -0.142], [-0.874, 0.713, 0.470], [-2.248, -0.511, 0.504], [1.760, 0.762, -0.062], [3.019, -0.032, -0.027], [-0.790, -0.126, -1.749], [-2.306, -0.537, 1.898], [0.060, -1.435, -1.333], [0.508, -0.805, 0.580], [-0.679, 1.141, 1.449], [-1.126, 1.653, -0.143], [1.672, 1.309, 0.892], [1.827, 1.399, -0.932], [3.824, 0.542, 0.353], [2.968, -0.955, 0.378]]}

---

# 7
{"formula": "C3H6IN2S", "method": "ωB97M-V with the def2-TZVPD basis set", "relative_energy_kj_mol": 181.5, "charge": 1, "homo_lumo_gap_ev": 8.8, "e_lumo_ev": -3.92, "symbols": ["C", "C", "C", "N", "N", "S", "I", "H", "H", "H", "H", "H", "H"], "xyz": [[-0.337, 1.581, 0.077], [0.862, 1.325, 0.433], [-0.017, -0.654, -0.421], [-1.061, 0.374, -0.352], [0.993, -0.183, 0.601], [-0.605, -2.382, -0.008], [-2.971, -0.149, -0.054], [-0.812, 2.540, -0.053], [1.692, 1.999, 0.459], [0.366, -0.590, -1.392], [1.905, -0.570, 0.459], [0.775, -0.498, 1.538], [-0.790, -2.794, -1.288]]}